The following is a quantum chemistry calculation of C29H63BrCaCl2CsN6O10PS2 as an isolated structure at a distorted geometry, from OMol25.

Output
Net charge   -2
Frontier orbital gap   1.19 eV
HOMO energy   -1.8483 eV

Last column: Löwdin charge in e.
Positions of all 116 atoms, in Å:
C1 -0.812 -8.226 1.052  -0.272
C2 -0.036 -6.791 1.283  -0.309
C3 1.475 -6.724 0.641  -0.768
Br1 1.592 -7.829 -1.070  0.547
P1 2.019 -4.927 0.146  0.103
C4 2.351 -3.112 -0.474  -0.375
Cl1 3.840 -5.612 -0.746  0.112
C5 2.971 -4.650 1.777  -0.413
C6 2.067 -4.109 3.032  -0.306
C7 2.007 -5.256 4.203  -0.585
S1 0.464 -5.199 5.265  0.559
H1 -1.751 -8.227 1.783  0.058
H2 -1.265 -8.205 -0.038  0.019
H3 -0.154 -9.169 1.276  0.045
H4 0.098 -6.660 2.456  0.085
H5 -0.764 -5.949 0.924  0.099
H6 2.283 -7.211 1.368  0.065
H7 1.374 -5.176 -1.132  -0.061
H8 0.770 -4.417 0.698  -0.030
H9 1.565 -2.414 0.066  0.024
H10 2.056 -3.098 -1.630  0.041
H11 3.467 -2.800 -0.303  0.016
H12 3.823 -3.841 1.579  0.067
H13 3.558 -5.621 2.142  0.076
H14 2.661 -3.185 3.498  0.100
H15 0.999 -3.721 2.751  0.086
H16 2.955 -5.141 4.880  0.072
H17 2.079 -6.327 3.699  0.077
H18 -0.124 -3.921 5.266  -0.153
C8 2.578 0.685 -1.694  -0.126
O1 1.373 0.275 -1.055  -0.218
C9 0.997 1.114 0.045  -0.183
C10 -0.242 1.958 -0.309  -0.201
N1 0.081 2.992 -1.297  -0.101
C11 -1.093 3.630 -1.899  -0.444
C12 -2.075 2.733 -2.682  -0.201
O2 -1.542 2.208 -3.901  -0.189
C13 -0.735 1.049 -3.741  -0.252
H19 2.897 -0.121 -2.360  0.070
H20 2.413 1.579 -2.298  -0.004
H21 3.373 0.866 -0.964  0.096
H22 1.825 1.742 0.390  0.126
H23 0.729 0.443 0.867  0.129
H24 -0.624 2.435 0.599  0.094
H25 -1.005 1.273 -0.685  0.107
H26 0.631 2.575 -2.046  0.068
H27 -0.712 4.393 -2.591  0.107
H28 -1.643 4.163 -1.117  -0.187
H29 -2.919 3.366 -2.981  0.120
H30 -2.506 1.936 -2.068  0.116
H31 -1.074 0.412 -2.918  0.113
H32 0.308 1.339 -3.605  -0.042
H33 -0.789 0.468 -4.669  -0.101
Ca1 1.006 0.326 -5.305  0.607
C14 -4.807 -7.503 1.606  -1.016
O3 -5.973 -7.141 1.595  0.103
O4 -3.968 -7.181 2.455  0.171
O5 -4.285 -8.248 0.768  0.202
N2 1.141 -12.192 -2.581  0.000
C15 0.964 -13.466 -2.107  -0.168
C16 0.622 -13.382 -0.776  -0.126
C17 0.587 -12.008 -0.436  -0.249
C18 0.909 -11.296 -1.570  -0.192
H34 1.402 -11.951 -3.528  0.142
H35 1.096 -14.321 -2.756  0.088
H36 0.419 -14.219 -0.121  0.083
H37 0.352 -11.584 0.532  0.045
H38 0.993 -10.232 -1.743  0.002
C19 -6.217 7.993 3.297  -0.101
C20 -6.759 6.879 2.406  -0.224
C21 -6.041 5.534 2.567  -0.102
N3 -4.800 5.340 1.666  -0.227
C22 -3.807 6.480 1.802  -0.015
C23 -4.101 4.017 2.059  -0.092
C24 -4.760 2.973 1.191  -0.144
C25 -4.923 3.677 -0.138  -0.145
C26 -5.209 5.136 0.190  -0.080
H39 -5.278 8.406 2.927  0.058
H40 -6.935 8.820 3.336  0.086
H41 -6.058 7.641 4.321  0.086
H42 -6.786 7.212 1.364  0.114
H43 -7.803 6.722 2.706  0.123
H44 -6.732 4.721 2.312  0.136
H45 -5.717 5.389 3.604  0.135
H46 -3.604 6.634 2.865  0.118
H47 -4.233 7.371 1.335  0.100
H48 -2.886 6.213 1.274  -0.046
H49 -3.036 4.109 1.812  0.105
H50 -4.212 3.843 3.133  0.140
H51 -5.738 2.685 1.599  0.128
H52 -4.153 2.067 1.106  0.137
H53 -5.720 3.232 -0.740  0.136
H54 -3.996 3.603 -0.719  0.093
H55 -6.270 5.376 0.080  0.131
H56 -4.618 5.809 -0.440  0.114
Cl2 -1.785 -10.684 -0.321  -0.023
C27 2.902 5.693 -2.613  -0.066
C28 2.838 4.307 -3.232  -0.157
N4 2.785 3.157 -3.747  0.079
H57 2.444 6.424 -3.285  0.083
H58 2.366 5.701 -1.660  0.045
H59 3.944 5.976 -2.437  0.060
C29 5.967 6.281 -0.468  -0.694
O6 4.846 6.616 -0.817  -0.025
N5 6.337 4.994 -0.343  0.150
N6 6.934 7.171 -0.177  0.177
H60 7.255 4.699 -0.057  0.100
H61 5.639 4.292 -0.553  0.097
H62 6.697 8.151 -0.258  0.084
H63 7.863 6.915 0.112  0.107
Cs1 -0.799 5.589 -0.105  1.083
O7 7.454 9.577 -3.900  -0.378
S2 8.377 9.048 -2.880  0.166
O8 7.846 9.343 -1.536  -0.454
O9 9.698 9.684 -3.036  -0.375
O10 8.511 7.589 -3.046  -0.395

The following is a quantum chemistry calculation of C29H63Ca2N2O7 as an isolated structure at a distorted geometry, from OMol25.

Output
Net charge   +3
Energy above the lowest of the compared OMol25 structures with the same formula, charge and spin   374.76 kcal/mol
Frontier orbital gap   1.01 eV
HOMO energy   -13.0881 eV

Last column: Löwdin charge in e.
Positions of all 103 atoms, in Å:
Ca1 3.093 0.515 6.919  1.512
Ca2 -1.414 -2.294 6.337  1.621
O1 -0.112 0.653 1.767  0.117
C1 -0.181 -0.175 2.829  -0.909
O2 0.635 -0.055 3.755  -0.122
O3 -1.130 -0.927 2.916  -0.033
H1 -0.927 0.462 1.298  0.115
C2 1.961 6.115 -1.791  -0.208
C3 2.038 4.701 -2.191  -0.209
C4 1.472 4.761 -3.588  -0.168
O4 0.362 5.682 -3.391  -0.142
C5 0.625 6.591 -2.324  -0.192
H2 2.837 6.649 -2.159  0.119
H3 2.004 6.208 -0.706  0.109
H4 1.346 4.120 -1.582  0.117
H5 3.044 4.282 -2.196  0.118
H6 1.023 3.826 -3.921  0.122
H7 2.203 5.239 -4.240  0.125
H8 -0.143 6.415 -1.571  0.113
H9 0.540 7.655 -2.544  0.122
C6 -6.878 -4.022 4.072  -0.156
C7 -7.291 -3.365 5.356  -0.145
C8 -6.047 -3.549 6.261  -0.211
O5 -4.940 -3.634 5.369  -0.209
C9 -5.391 -4.394 4.206  -0.172
H10 -6.920 -3.301 3.256  0.114
H11 -7.428 -4.906 3.749  0.123
H12 -8.107 -3.913 5.826  0.119
H13 -7.564 -2.312 5.286  0.118
H14 -6.158 -4.439 6.880  0.120
H15 -5.871 -2.698 6.918  0.108
H16 -5.184 -5.463 4.250  0.116
H17 -4.808 -4.096 3.335  0.113
C10 2.082 -5.138 0.535  -0.171
C11 1.338 -6.437 0.636  -0.163
C12 1.223 -6.709 2.145  -0.222
O6 2.480 -6.270 2.592  -0.125
C13 2.731 -5.058 1.880  -0.224
H18 1.406 -4.293 0.408  0.112
H19 2.772 -5.161 -0.309  0.119
H20 1.805 -7.324 0.210  0.122
H21 0.343 -6.386 0.194  0.112
H22 1.086 -7.763 2.386  0.123
H23 0.371 -6.272 2.666  0.102
H24 3.788 -4.794 1.863  0.121
H25 2.324 -4.209 2.429  0.098
C14 -5.498 1.519 -2.454  -0.147
C15 -6.131 0.735 -1.301  -0.171
C16 -4.888 0.038 -0.759  -0.217
O7 -3.846 1.001 -0.902  -0.152
C17 -4.170 1.994 -1.822  -0.222
H26 -6.199 2.332 -2.646  0.115
H27 -5.299 0.867 -3.305  0.114
H28 -6.896 0.000 -1.551  0.116
H29 -6.516 1.404 -0.530  0.115
H30 -4.667 -0.835 -1.374  0.111
H31 -4.975 -0.325 0.265  0.111
H32 -3.437 2.143 -2.614  0.112
H33 -4.204 2.940 -1.282  0.117
C18 -1.935 0.044 -8.187  -0.064
C19 -1.429 -1.423 -8.164  -0.211
N1 -0.331 -1.540 -7.167  -0.052
C20 -0.950 -1.612 -5.789  -0.236
C21 0.050 -1.459 -4.659  -0.073
C22 0.500 -2.753 -7.370  -0.222
C23 1.198 -2.764 -8.755  -0.077
H34 -1.166 0.816 -8.204  0.085
H35 -2.589 0.224 -7.333  0.059
H36 -2.611 0.121 -9.039  0.080
H37 -2.219 -2.145 -7.959  0.131
H38 -1.126 -1.642 -9.188  0.107
H39 -1.503 -2.537 -5.623  0.123
H40 -1.784 -0.931 -5.619  0.110
H41 -0.451 -1.716 -3.726  0.079
H42 0.272 -0.393 -4.621  0.079
H43 0.927 -2.083 -4.829  0.064
H44 1.351 -2.840 -6.695  0.105
H45 -0.026 -3.703 -7.276  0.132
H46 1.502 -1.753 -9.027  0.084
H47 1.985 -3.504 -8.898  0.082
H48 0.467 -3.010 -9.526  0.061
C24 5.430 1.703 3.153  -0.064
C25 4.861 3.091 3.619  -0.257
N2 4.860 3.244 5.039  -0.181
C26 6.136 3.744 5.573  -0.276
C27 7.298 2.851 5.467  -0.098
C28 3.806 4.225 5.394  -0.260
C29 3.960 5.624 4.747  -0.071
H49 6.380 1.439 3.617  0.047
H50 5.512 1.763 2.068  0.085
H51 4.759 0.862 3.327  0.053
H52 5.387 3.870 3.066  0.133
H53 3.844 3.045 3.230  0.123
H54 6.433 4.673 5.086  0.129
H55 6.055 4.009 6.627  0.126
H56 7.038 1.868 5.859  0.069
H57 7.681 2.746 4.452  0.085
H58 8.098 3.143 6.147  0.096
H59 3.829 4.319 6.479  0.099
H60 2.815 3.857 5.128  0.099
H61 3.141 6.251 5.099  0.084
H62 4.044 5.691 3.663  0.082
H63 4.786 6.255 5.075  0.079